# 1
Density functional theory data (wB97M-V/def2-TZVPD) for a gas-phase ion, C19H21N4O2 (charge +1) in a non-equilibrium geometry.

Calculated values
Relative energy (zero: lowest compared OMol25 entry of this formula, charge and spin) = 16.44 kJ/mol
SMILES = Oc1ccc([NH2+]c2nc(NC[C@H]3CCCO3)c3ccccc3n2)cc1
HOMO-LUMO gap = 8.8 eV
F_max = 1.14 eV Å⁻¹

ORCA input file:
```
! wB97M-V def2-TZVPD RIJCOSX def2/J DEFGRID3
* xyz 1 1
O 2.874 -1.198 3.966
C 1.685 -0.829 3.474
C 0.639 -1.728 3.267
C -0.562 -1.290 2.742
C -0.725 0.049 2.435
N -1.979 0.509 1.828
C -1.796 0.801 0.376
N -1.196 -0.160 -0.291
C -0.977 0.068 -1.592
N -0.337 -0.871 -2.281
C 0.242 -2.051 -1.690
C 1.775 -1.934 -1.549
C 2.203 -0.780 -0.623
C 3.312 -1.415 0.215
C 2.831 -2.862 0.284
O 2.282 -3.131 -0.992
C -1.442 1.293 -2.194
C -1.313 1.617 -3.553
C -1.779 2.819 -4.026
C -2.386 3.738 -3.165
C -2.529 3.451 -1.831
C -2.065 2.230 -1.328
N -2.222 1.957 0.003
C 0.305 0.957 2.632
C 1.505 0.520 3.149
H 2.897 -2.137 4.193
H 0.765 -2.771 3.521
H -1.363 -1.995 2.576
H -2.691 -0.222 1.939
H -2.320 1.385 2.247
H -0.129 -0.699 -3.253
H 0.016 -2.919 -2.313
H -0.201 -2.191 -0.704
H 2.215 -1.825 -2.550
H 2.542 0.089 -1.180
H 1.369 -0.487 0.017
H 3.425 -0.957 1.194
H 4.263 -1.367 -0.314
H 3.626 -3.587 0.459
H 2.057 -2.977 1.058
H -0.853 0.922 -4.240
H -1.678 3.059 -5.073
H -2.745 4.677 -3.557
H -2.997 4.141 -1.147
H 0.170 1.997 2.379
H 2.321 1.203 3.316
*
```

Atom charges from the natural (NBO) analysis, given in e for atoms 1 to 5: -0.64, 0.33, -0.27, -0.21, 0.14

=====

# 2
Density functional theory data (wB97M-V/def2-TZVPD) for a single C19H21N5O3S2 molecule in a non-equilibrium geometry.

Calculated values
Relative energy (zero: lowest compared OMol25 entry of this formula, charge and spin) = 210.60 kJ/mol
SMILES = CN(C)S(=O)(=O)c1cccc(C(=O)NC(=S)N(CCC#N)Cc2cccnc2)c1
HOMO-LUMO gap = 8.8 eV
F_max = 1.09 eV Å⁻¹

ORCA input file:
```
! wB97M-V def2-TZVPD RIJCOSX def2/J DEFGRID3
* xyz 0 1
C -1.726 0.173 -4.711
N -1.024 -0.353 -3.561
C 0.393 -0.074 -3.538
S -1.763 -0.064 -2.082
O -3.179 -0.143 -2.267
O -1.230 1.121 -1.450
C -1.178 -1.472 -1.142
C -1.257 -2.755 -1.651
C -0.732 -3.804 -0.912
C -0.097 -3.560 0.297
C 0.002 -2.263 0.785
C 0.730 -1.978 2.049
O 0.632 -2.630 3.061
N 1.512 -0.841 2.033
C 1.933 -0.096 0.936
S 2.435 -0.852 -0.442
N 1.955 1.241 1.100
C 2.430 2.097 0.035
C 1.276 2.784 -0.714
C 1.750 3.365 -1.941
N 2.135 3.819 -2.917
C 1.546 1.879 2.345
C 0.188 1.449 2.844
C 0.030 0.913 4.119
C -1.228 0.522 4.541
C -2.291 0.686 3.664
N -2.157 1.212 2.462
C -0.956 1.587 2.061
C -0.584 -1.222 0.073
H -1.515 1.237 -4.870
H -1.429 -0.389 -5.596
H -2.790 0.041 -4.531
H 0.862 -0.542 -4.402
H 0.817 -0.502 -2.632
H 0.601 1.002 -3.556
H -1.720 -2.913 -2.611
H -0.797 -4.813 -1.287
H 0.347 -4.367 0.860
H 1.888 -0.596 2.943
H 3.107 2.846 0.457
H 2.992 1.472 -0.663
H 0.495 2.058 -0.974
H 0.823 3.574 -0.108
H 2.300 1.687 3.122
H 1.531 2.956 2.160
H 0.882 0.805 4.777
H -1.377 0.098 5.521
H -3.295 0.390 3.936
H -0.918 2.013 1.067
H -0.579 -0.208 0.440
*
```

Atom charges from the natural (NBO) analysis, given in e for atoms 1 to 5: -0.42, -0.67, -0.43, 2.32, -0.92

=====

# 3
Density functional theory data (wB97M-V/def2-TZVPD) for a single C19H21N5O3S2 molecule in a non-equilibrium geometry.

Calculated values
Relative energy (zero: lowest compared OMol25 entry of this formula, charge and spin) = 0.00 kJ/mol
SMILES = CCOC(=O)c1c(NC(=O)CSc2ncnc3[nH]ncc23)sc2c1CC[C@H](C)C2
HOMO-LUMO gap = 8.1 eV
F_max = 1.06 eV Å⁻¹

ORCA input file:
```
! wB97M-V def2-TZVPD RIJCOSX def2/J DEFGRID3
* xyz 0 1
C 2.219 -2.512 3.014
C 1.909 -2.479 1.530
O 0.895 -1.497 1.307
C 0.326 -1.489 0.100
O 0.669 -2.264 -0.784
C -0.702 -0.478 -0.075
C -1.334 -0.335 -1.301
N -1.054 -1.071 -2.425
C -1.277 -0.543 -3.666
O -2.089 0.332 -3.859
C -0.480 -1.179 -4.791
S 1.211 -1.649 -4.294
C 1.592 -0.297 -3.255
N 0.818 0.772 -3.344
C 0.959 1.758 -2.467
N 1.785 1.806 -1.447
C 2.585 0.744 -1.367
N 3.503 0.452 -0.428
N 4.089 -0.737 -0.663
C 3.561 -1.234 -1.751
C 2.584 -0.355 -2.273
S -2.448 0.966 -1.343
C -2.095 1.331 0.328
C -1.156 0.509 0.860
C -0.694 0.651 2.276
C -1.161 1.975 2.879
C -2.624 2.284 2.551
C -3.569 1.200 3.063
C -2.765 2.458 1.034
H 2.564 -1.537 3.348
H 2.995 -3.247 3.206
H 1.329 -2.777 3.579
H 2.798 -2.214 0.945
H 1.545 -3.449 1.174
H -0.353 -1.801 -2.257
H -0.437 -0.476 -5.622
H -0.951 -2.107 -5.119
H 0.293 2.599 -2.602
H 3.777 1.008 0.366
H 3.867 -2.188 -2.129
H -1.074 -0.191 2.861
H 0.395 0.593 2.312
H -0.542 2.783 2.482
H -1.021 1.948 3.961
H -2.892 3.230 3.035
H -4.603 1.514 2.939
H -3.427 0.274 2.513
H -3.394 1.011 4.120
H -2.306 3.403 0.726
H -3.818 2.502 0.750
*
```

Atom charges from the natural (NBO) analysis, given in e for atoms 1 to 5: -0.62, -0.08, -0.51, 0.80, -0.66

=====

# 4
Density functional theory data (wB97M-V/def2-TZVPD) for a single C19H21N7O2 molecule in a non-equilibrium geometry.

Calculated values
Relative energy (zero: lowest compared OMol25 entry of this formula, charge and spin) = 479.69 kJ/mol
SMILES = CN1C(=O)[C@H](NC(=O)c2nnc(Cc3ccccc3)[nH]2)CCc2nn(C)cc21
HOMO-LUMO gap = 8.9 eV
F_max = 5.02 eV Å⁻¹

ORCA input file:
```
! wB97M-V def2-TZVPD RIJCOSX def2/J DEFGRID3
* xyz 0 1
C -1.454 1.479 4.747
N -0.700 1.808 3.496
C -0.861 3.036 2.792
O -1.564 3.895 3.325
C -0.201 3.266 1.434
N -0.305 2.199 0.453
C -1.371 1.889 -0.332
O -2.314 2.593 -0.223
C -1.571 0.568 -0.837
N -0.940 -0.541 -0.474
N -1.733 -1.563 -0.984
C -2.782 -1.142 -1.589
C -3.788 -2.009 -2.309
C -3.269 -2.450 -3.760
C -3.626 -1.875 -4.953
C -3.100 -2.296 -6.167
C -2.190 -3.372 -6.179
C -1.801 -4.078 -4.991
C -2.312 -3.476 -3.826
N -2.763 0.174 -1.432
C 1.357 3.517 1.605
C 2.186 2.619 2.522
C 1.544 1.176 2.672
N 2.137 0.038 2.207
N 1.304 -0.986 2.553
C 1.791 -2.267 2.951
C 0.065 -0.510 3.073
C 0.208 0.848 3.040
H -0.784 0.930 5.405
H -2.359 0.827 4.487
H -1.906 2.323 5.302
H -0.510 4.268 1.097
H 0.448 1.500 0.496
H -3.853 -2.913 -1.575
H -4.771 -1.535 -2.448
H -4.400 -1.029 -4.794
H -3.380 -1.903 -7.119
H -2.002 -3.777 -7.125
H -1.208 -5.026 -4.834
H -2.057 -3.916 -2.867
H -3.405 0.868 -1.882
H 1.422 4.503 2.027
H 1.771 3.462 0.557
H 3.252 2.534 2.294
H 2.197 3.004 3.503
H 1.313 -2.697 3.847
H 1.519 -2.919 2.101
H 2.900 -2.225 3.195
H -0.813 -1.114 3.441
*
```

Atom charges from the natural (NBO) analysis, given in e for atoms 1 to 5: -0.41, -0.45, 0.67, -0.60, -0.12

=====

# 5
Density functional theory data (wB97M-V/def2-TZVPD) for a single C19H21NO3 molecule.

Calculated values
Relative energy (zero: lowest compared OMol25 entry of this formula, charge and spin) = 46.67 kJ/mol
SMILES = O=C(C[C@@H]1C[C@H]2CC[C@@H]1C2)OCC(=O)c1c[nH]c2ccccc12
HOMO-LUMO gap = 9.0 eV
F_max = 0.75 eV Å⁻¹

ORCA input file:
```
! wB97M-V def2-TZVPD RIJCOSX def2/J DEFGRID3
* xyz 0 1
O 1.564 2.410 -1.184
C 1.950 2.170 -0.067
C 3.304 1.626 0.296
C 3.377 0.097 0.123
C 3.277 -0.370 -1.344
C 2.233 -1.489 -1.281
C 2.800 -2.650 -0.453
C 2.728 -2.121 0.995
C 2.236 -0.681 0.805
C 1.218 -0.879 -0.319
O 1.213 2.365 1.033
C -0.156 2.692 0.849
C -1.014 1.438 1.097
O -0.665 0.614 1.913
C -2.221 1.318 0.304
C -2.752 2.196 -0.619
N -3.891 1.687 -1.142
C -4.144 0.458 -0.588
C -5.181 -0.436 -0.815
C -5.167 -1.615 -0.099
C -4.150 -1.897 0.816
C -3.119 -1.012 1.045
C -3.112 0.186 0.336
H 3.504 1.878 1.338
H 4.053 2.089 -0.348
H 4.336 -0.207 0.554
H 4.234 -0.714 -1.737
H 2.916 0.440 -1.979
H 1.857 -1.788 -2.258
H 3.819 -2.895 -0.753
H 2.190 -3.545 -0.577
H 3.691 -2.164 1.503
H 2.011 -2.690 1.586
H 1.858 -0.216 1.713
H 0.782 0.042 -0.697
H 0.416 -1.560 -0.038
H -0.412 3.449 1.596
H -0.296 3.088 -0.159
H -2.396 3.158 -0.933
H -4.461 2.136 -1.840
H -5.964 -0.217 -1.525
H -5.957 -2.336 -0.248
H -4.178 -2.833 1.354
H -2.332 -1.225 1.750
*
```

Atom charges from the natural (NBO) analysis, given in e for atoms 1 to 5: -0.62, 0.81, -0.49, -0.20, -0.42

=====

# 6
Density functional theory data (wB97M-V/def2-TZVPD) for a molecular structure, C19H21NO3S in a non-equilibrium geometry.

Calculated values
Relative energy (zero: lowest compared OMol25 entry of this formula, charge and spin) = 1836.99 kJ/mol
HOMO-LUMO gap = 8.0 eV
F_max = 19.20 eV Å⁻¹

ORCA input file:
```
! wB97M-V def2-TZVPD RIJCOSX def2/J DEFGRID3
* xyz 0 1
C 3.461 1.072 -2.074
O 3.363 0.890 -0.780
C 2.210 1.472 -0.250
C 1.250 2.213 -0.921
C 0.029 2.499 -0.488
C -0.419 2.172 0.986
C 0.428 1.317 1.800
C 1.693 1.010 0.964
O 2.372 0.208 1.829
C 3.579 -0.594 1.458
H 3.794 -0.948 2.342
H 4.253 0.203 1.059
H 3.294 -1.391 0.528
H 0.317 1.213 2.679
C -1.767 2.471 1.317
H -1.876 2.348 2.655
H -2.107 3.305 1.217
C -2.701 1.371 0.876
O -3.614 1.796 0.197
N -2.154 0.238 0.997
H -1.276 0.125 1.256
C -2.586 -0.905 0.265
C -1.253 -1.771 0.234
C -1.163 -2.687 1.441
C 0.035 -3.331 1.200
C 1.147 -3.398 0.504
C 0.947 -2.771 -0.578
C -0.172 -1.649 -0.781
S -0.311 -0.846 -2.086
C -1.753 0.084 -1.969
C -2.855 -0.555 -1.380
H -3.807 -0.089 -1.440
H -3.036 -1.560 -1.839
H -2.105 0.232 -3.085
H -1.595 0.984 -1.510
H 1.764 -2.311 -1.276
H 1.987 -4.002 0.467
H 0.124 -4.133 2.564
H -1.920 -2.747 2.006
H -3.431 -1.380 0.688
H -0.565 3.250 -0.741
H 1.307 2.651 -1.649
H 4.201 0.445 -2.367
H 3.544 1.979 -2.388
H 2.455 0.754 -2.807
*
```

Atom charges from the natural (NBO) analysis, given in e for atoms 1 to 5: -0.19, -0.49, 0.14, -0.19, -0.27

=====

Calculated values (eV) of HOMO energy for the records, taken in order: -11.7, -8.7, -7.9, -8.4, -8.5, -7.6.